No. 1
{"formula": "C19H35BF4N6NaO7SSbSi3", "method": "ωB97M-V/def2-TZVPD", "spin_multiplicity": 1, "homo_ev": -2.9, "gap_ha": 0.2496, "total_energy_ev": -100519.8932, "total_charge": -2, "de_lowest_ev": 0.692, "symbols": ["Na", "C", "C", "N", "N", "C", "S", "N", "N", "H", "H", "H", "H", "H", "H", "O", "C", "O", "C", "C", "C", "C", "C", "C", "O", "N", "O", "O", "N", "O", "O", "H", "H", "F", "B", "F", "F", "F", "C", "Si", "C", "C", "Sb", "Si", "C", "C", "C", "Si", "C", "C", "C", "H", "H", "H", "H", "H", "H", "H", "H", "H", "H", "H", "H", "H", "H", "H", "H", "H", "H", "H", "H", "H", "H", "H", "H", "H", "H", "H"], "xyz": [[-0.3033, -0.1395, 1.8777], [-4.2956, 0.8457, 5.9101], [-3.6757, -0.0872, 5.0064], [-3.1195, -1.1950, 5.2901], [-2.9516, -1.8803, 4.0848], [-3.2094, -1.0519, 3.0729], [-2.9878, -1.3032, 1.4397], [-3.7353, 0.0918, 3.6439], [-4.1959, 1.1977, 2.9911], [-4.0611, 0.6919, 6.9098], [-5.4194, 0.5084, 5.6970], [-4.1261, 1.8939, 5.7500], [-2.3237, -2.6744, 3.9234], [-4.2392, 0.9753, 1.9994], [-3.4847, 1.8237, 3.2084], [1.1759, 2.2597, -0.9992], [0.7476, 2.0872, 0.1452], [1.0971, 1.1759, 0.9188], [-0.4318, 3.0507, 0.6172], [-0.6940, 4.0403, -0.2468], [-1.6202, 5.0782, 0.0955], [-2.1905, 5.1198, 1.3317], [-1.9844, 4.0671, 2.1905], [-1.0822, 2.9040, 1.9410], [-0.9818, 1.9462, 2.6944], [-2.6703, 4.1511, 3.4341], [-3.4522, 5.0573, 3.6894], [-2.5648, 3.2220, 4.2660], [-2.0182, 6.0919, -0.8013], [-1.3458, 6.3022, -1.7822], [-3.0611, 6.7670, -0.5569], [-0.2130, 3.9725, -1.2431], [-2.9794, 5.8945, 1.5000], [-0.3265, -3.5563, 4.0673], [0.3702, -2.5865, 3.4159], [1.7372, -2.6860, 3.2601], [-0.0090, -1.3138, 4.0203], [-0.1238, -2.5592, 2.0120], [1.5436, -3.9989, -0.2344], [0.6482, -3.3900, -1.7590], [-1.1980, -3.8214, -1.6536], [1.1474, -4.4581, -3.3143], [0.9006, -0.8212, -1.6315], [3.3849, -0.6445, -0.8516], [3.3149, -0.8577, 0.9328], [4.6367, -2.0665, -1.6069], [4.1276, 0.9588, -1.6169], [1.1622, -0.0046, -3.9971], [1.9437, 1.6568, -3.9782], [2.1281, -1.1748, -5.2599], [-0.5751, 0.0919, -4.6030], [1.3142, -5.0509, -0.0575], [1.2680, -3.4752, 0.6631], [2.6311, -3.9325, -0.2194], [-1.4702, -4.5265, -2.4316], [-1.8376, -2.9782, -1.7930], [-1.4985, -4.2698, -0.6497], [2.1516, -4.2777, -3.7336], [0.4021, -4.1030, -4.0489], [1.0749, -5.4998, -3.1112], [2.8364, -1.8094, 1.1234], [2.7910, -0.0067, 1.3836], [4.2798, -0.9644, 1.2438], [4.2587, -2.4976, -2.5368], [4.8982, -2.8198, -0.8530], [5.4575, -1.3850, -1.9466], [3.5881, 1.9119, -1.5143], [4.0534, 0.7621, -2.6945], [5.1314, 1.0498, -1.3659], [2.9391, 1.6794, -4.1693], [1.6958, 2.2236, -3.0656], [1.5504, 2.1974, -4.8567], [3.1826, -1.1156, -5.0535], [1.9780, -1.1143, -6.3671], [1.8664, -2.1514, -4.9625], [-1.2039, 0.7011, -3.9241], [-1.0878, -0.8282, -4.6677], [-0.6660, 0.6285, -5.5918]], "lowdin_charge": [0.2731, -0.0026, -0.3915, 0.1266, 0.0540, -0.7962, 0.6414, -0.0917, 0.1403, 0.0521, 0.1442, 0.0618, 0.1364, 0.0641, 0.0233, -0.0967, -0.6492, -0.1239, -0.0123, 0.0459, -0.1786, 0.0474, -0.0748, -0.2890, 0.0181, -0.3447, 0.0199, -0.0089, -0.3695, 0.0510, -0.0193, 0.1344, 0.1430, 0.1547, -1.1939, 0.1420, 0.0569, -0.0253, -0.2425, 0.3208, -0.2404, -0.2382, 0.9720, 0.4179, -0.2313, -0.2019, -0.2109, 0.2698, -0.2378, -0.2041, -0.2749, 0.0291, -0.0090, 0.0153, 0.0024, -0.0082, 0.0549, 0.0070, 0.0124, -0.0055, 0.0178, 0.0352, -0.0065, -0.0096, 0.0052, 0.0043, 0.0273, -0.0004, -0.0161, -0.0299, 0.0223, 0.0389, -0.0029, 0.0286, -0.0466, 0.0352, -0.0040, 0.0413]}

=====

No. 2
{"formula": "C19H35BF5O7S", "method": "ωB97M-V/def2-TZVPD", "spin_multiplicity": 1, "homo_ev": -5.2, "gap_ha": 0.2893, "total_energy_ev": -59703.3746, "total_charge": -1, "symbols": ["C", "C", "O", "C", "C", "C", "C", "C", "C", "O", "B", "O", "C", "S", "O", "O", "C", "F", "F", "C", "F", "F", "F", "H", "H", "H", "H", "H", "H", "H", "H", "H", "H", "H", "H", "H", "H", "H", "H", "H", "H", "H", "C", "C", "C", "O", "C", "H", "H", "H", "H", "H", "H", "H", "H", "C", "C", "C", "O", "C", "H", "H", "H", "H", "H", "H", "H", "H"], "xyz": [[5.5488, -2.1900, 1.4537], [5.4045, -0.8891, 2.2524], [5.1749, 0.2367, 1.4244], [3.7840, 0.4145, 1.1265], [3.6229, 1.5659, 0.1270], [3.0127, 2.8775, 0.6644], [1.7909, 2.7215, 1.5913], [0.6260, 1.9277, 0.9504], [0.3651, 0.5230, 1.5862], [0.9868, 0.3076, 2.8204], [0.0483, 0.8101, 3.8654], [-1.3044, 0.3848, 3.2671], [-1.1422, 0.3068, 1.9221], [-1.8609, -1.2648, 1.2862], [-1.7901, -1.3034, -0.1661], [-3.1412, -1.4738, 1.9256], [-0.9058, -2.7805, 1.8922], [-1.6937, -3.8005, 1.4862], [-0.8775, -2.7679, 3.2253], [0.5251, -3.1127, 1.3741], [0.7180, -4.4336, 1.4504], [0.6861, -2.7695, 0.0944], [1.4625, -2.5263, 2.0841], [6.1041, -2.9343, 2.0412], [4.5776, -2.6287, 1.1984], [6.1089, -1.9983, 0.5302], [6.3218, -0.6912, 2.8241], [4.5851, -0.9918, 2.9831], [3.3808, -0.5228, 0.7049], [3.2387, 0.5950, 2.0593], [4.6329, 1.7775, -0.2553], [3.0454, 1.2265, -0.7388], [3.7900, 3.4682, 1.1765], [2.7053, 3.4749, -0.2103], [2.0856, 2.2375, 2.5260], [1.4415, 3.7237, 1.8779], [0.8440, 1.7816, -0.1172], [-0.2931, 2.5293, 0.9935], [0.7030, -0.2380, 0.8706], [0.2483, 0.3019, 4.9511], [0.0531, 2.0482, 3.9418], [-1.7948, 0.9854, 1.3289], [-5.9614, -1.0770, -2.0101], [-5.1825, -0.5194, -0.8206], [-4.8274, 0.8725, -1.3194], [-5.8966, 1.2757, -2.1876], [-6.7260, 0.1536, -2.4806], [-6.6183, -1.9071, -1.7517], [-5.2719, -1.4150, -2.7873], [-5.8269, -0.4563, 0.0587], [-4.3034, -1.1005, -0.5531], [-3.8916, 0.8600, -1.8889], [-4.7337, 1.6054, -0.5176], [-7.6763, 0.2560, -1.9427], [-6.9376, 0.1473, -3.5519], [-0.6305, -0.3620, -3.0474], [-0.5013, 0.4634, -4.3264], [0.5003, 1.5277, -3.8987], [1.3538, 0.9062, -2.9425], [0.7965, -0.3460, -2.5255], [-1.0026, -1.3727, -3.2066], [-1.2971, 0.1309, -2.3374], [-0.0874, -0.1449, -5.1345], [-1.4444, 0.8901, -4.6671], [-0.0055, 2.3799, -3.4305], [1.1122, 1.9001, -4.7225], [1.3890, -1.1606, -2.9575], [0.8515, -0.4164, -1.4401]], "nbo_charge": [-0.6418, -0.0637, -0.5539, -0.0770, -0.4425, -0.3852, -0.4146, -0.4344, 0.0720, -0.7271, 0.4317, -0.6843, -0.0809, 2.0336, -0.9608, -0.9163, 0.3789, -0.3143, -0.2917, 0.9174, -0.3163, -0.3120, -0.2866, 0.2017, 0.2085, 0.2096, 0.1709, 0.1751, 0.1581, 0.2044, 0.2188, 0.2136, 0.1936, 0.1895, 0.2386, 0.2031, 0.2049, 0.2034, 0.1679, -0.1152, -0.1565, 0.1847, -0.4293, -0.4390, -0.0662, -0.5465, -0.0642, 0.2109, 0.1986, 0.2021, 0.2504, 0.1643, 0.1852, 0.1561, 0.1730, -0.4308, -0.4318, -0.0633, -0.5453, -0.0663, 0.2196, 0.2182, 0.1935, 0.2126, 0.1634, 0.1746, 0.1593, 0.1960]}

=====

No. 3
{"formula": "C19H35Br3NO15S2", "method": "ωB97M-V/def2-TZVPD", "spin_multiplicity": 1, "homo_ev": -6.0, "gap_ha": 0.2988, "total_energy_ev": -284269.0880, "total_charge": -1, "de_lowest_ev": 0.157, "symbols": ["N", "O", "O", "O", "O", "C", "O", "C", "C", "C", "H", "H", "H", "H", "H", "H", "O", "C", "O", "C", "C", "C", "H", "H", "H", "H", "H", "H", "O", "C", "O", "C", "C", "C", "H", "H", "H", "H", "H", "H", "O", "S", "O", "O", "C", "C", "C", "H", "H", "H", "H", "H", "H", "H", "H", "O", "S", "O", "O", "C", "C", "C", "H", "H", "H", "H", "H", "H", "H", "H", "C", "Br", "Br", "Br", "H"], "xyz": [[-0.2842, -0.0464, -0.1013], [-1.5227, -0.2234, -0.1957], [0.4386, -0.8769, 0.4842], [0.2400, 0.9663, -0.6548], [3.7774, 4.0106, 1.2259], [3.2660, 2.9268, 1.3170], [3.7462, 1.8845, 0.6045], [2.9878, 0.6666, 0.9137], [2.2687, 0.9902, 2.1886], [2.1014, 2.5134, 2.1939], [3.7158, -0.1176, 1.1027], [2.2827, 0.5075, 0.1015], [2.8175, 0.6300, 3.0598], [1.3005, 0.4872, 2.2139], [2.1399, 2.8996, 3.2098], [1.1724, 2.9532, 1.8336], [-1.5751, -4.0159, -1.9818], [-2.2294, -3.0797, -2.3374], [-3.5734, -3.0827, -2.2545], [-4.1262, -2.0435, -3.0855], [-2.9935, -1.4981, -3.9334], [-1.7816, -1.8272, -3.0660], [-4.5753, -1.2846, -2.4357], [-4.9676, -2.5027, -3.6067], [-3.0601, -0.4305, -4.1171], [-2.9993, -2.1061, -4.8400], [-1.4711, -1.0180, -2.4075], [-0.9687, -2.1775, -3.7015], [0.0622, -7.2561, 1.9919], [0.2816, -6.1221, 1.6736], [-0.6393, -5.1507, 1.7611], [-0.0563, -3.8271, 1.6430], [1.4425, -4.0965, 1.8528], [1.5985, -5.4822, 1.2311], [-0.4304, -3.2179, 2.4602], [-0.3347, -3.4839, 0.6496], [1.6688, -4.2037, 2.9154], [2.1491, -3.4144, 1.3866], [2.3496, -6.1410, 1.6659], [1.7111, -5.4351, 0.1489], [0.4614, 4.0152, -4.6127], [0.2594, 4.6132, -3.3240], [-0.7253, 4.0903, -2.4142], [1.7431, 4.7307, -2.5808], [2.1369, 3.5546, -1.8800], [2.7671, 2.4711, -2.7543], [0.0064, 6.3931, -3.6208], [1.3552, 3.0950, -1.2625], [2.8654, 3.9509, -1.1629], [3.3922, 2.9479, -3.5104], [2.0280, 1.8031, -3.1899], [3.3949, 1.8394, -2.1212], [-0.9114, 6.5014, -4.1897], [0.8575, 6.6975, -4.2237], [-0.0188, 6.8805, -2.6512], [-0.1433, 2.1752, 3.8968], [-1.3114, 1.6662, 3.2278], [-1.4915, 1.8437, 1.8142], [-1.3632, 0.0826, 3.4959], [-2.4943, -0.5916, 2.9516], [-3.1498, -1.4304, 4.0290], [-2.7474, 2.3251, 4.1494], [-2.2081, -1.1810, 2.0739], [-3.2876, -0.0466, 2.4210], [-2.5367, -2.3158, 4.2190], [-4.1075, -1.8363, 3.7025], [-3.2612, -0.8646, 4.9532], [-2.4167, 2.4842, 5.1696], [-3.5069, 1.5446, 4.1216], [-3.1062, 3.2037, 3.6248], [2.2632, -1.5492, -2.2520], [4.2306, -1.6548, -2.2119], [1.4143, -3.1253, -1.4796], [1.5876, -0.8825, -3.9263], [2.0950, -0.7053, -1.5924]], "lowdin_charge": [-0.5613, -0.0520, -0.0942, -0.0546, 0.0856, -0.4991, 0.0097, -0.1392, -0.1557, -0.0761, 0.1230, 0.0702, 0.1204, 0.0861, 0.1115, 0.1163, 0.0647, -0.4950, 0.0230, -0.1649, -0.1383, -0.1057, 0.1232, 0.1174, 0.1186, 0.1168, 0.1055, 0.0695, 0.1033, -0.5011, 0.0151, -0.1418, -0.1688, -0.0971, 0.1163, 0.0717, 0.1187, 0.0883, 0.1194, 0.0805, -0.2975, 0.6295, -0.2712, -0.2552, -0.2767, -0.0663, -0.1140, 0.1017, 0.1093, 0.0830, 0.0156, 0.0664, 0.0630, 0.0616, 0.0639, -0.2858, 0.6147, -0.2560, -0.2313, -0.3138, -0.0687, -0.0898, 0.1082, 0.1236, 0.0731, 0.0808, 0.0730, 0.0634, 0.0480, 0.0680, -1.5310, 0.5376, 0.7643, 0.6633, -0.0850]}

=====

No. 4
{"formula": "C19H35CdN2O5P2S", "method": "ωB97M-V/def2-TZVPD", "spin_multiplicity": 1, "homo_ev": -9.4, "gap_ha": 0.2392, "total_energy_ev": -67461.7359, "total_charge": 1, "symbols": ["Cd", "O", "C", "O", "C", "C", "C", "C", "C", "C", "S", "H", "H", "H", "H", "C", "C", "N", "C", "C", "N", "C", "C", "H", "H", "H", "H", "H", "H", "H", "H", "H", "H", "H", "H", "H", "C", "P", "C", "C", "H", "H", "H", "H", "H", "H", "H", "H", "H", "C", "O", "P", "O", "C", "O", "C", "H", "H", "H", "H", "H", "H", "H", "H", "H"], "xyz": [[-0.5166, 0.0201, 0.0828], [-0.7983, 0.1998, 2.9216], [-0.5454, -0.9282, 2.4743], [0.5021, -1.1926, 1.7668], [-1.5432, -2.0323, 2.6469], [-1.6960, -2.6579, 3.8775], [-2.6217, -3.6759, 4.0396], [-3.4108, -4.0547, 2.9634], [-3.2652, -3.4319, 1.7337], [-2.3252, -2.4181, 1.5472], [-2.2200, -1.7172, -0.0922], [-1.0779, -2.3409, 4.7089], [-2.7304, -4.1621, 5.0007], [-4.1439, -4.8430, 3.0790], [-3.8819, -3.7315, 0.8947], [3.9244, 1.2295, 1.3413], [2.4025, 1.0762, 1.1198], [2.1416, 0.3864, -0.1522], [2.6799, -0.9831, -0.1076], [4.1877, -0.9508, 0.2331], [4.6174, 0.4891, 0.2321], [4.2984, 1.1131, -1.0982], [2.7570, 1.1109, -1.2617], [4.2473, 0.7961, 2.2850], [4.2537, 2.2657, 1.2982], [1.9257, 2.0556, 1.0955], [1.9333, 0.4944, 1.9105], [2.5201, -1.4323, -1.0847], [2.1259, -1.5518, 0.6315], [4.7891, -1.4793, -0.5034], [4.4008, -1.3642, 1.2165], [5.6220, 0.5356, 0.3856], [4.7931, 0.5203, -1.8642], [4.7181, 2.1165, -1.1102], [2.4675, 0.6270, -2.1924], [2.3661, 2.1272, -1.2831], [-2.4578, 3.4431, -0.0160], [-1.8376, 2.1185, 1.0935], [-3.4194, 1.3722, 1.5921], [-1.3590, 3.1230, 2.5342], [-3.1344, 4.0965, 0.5363], [-3.0063, 3.0083, -0.8507], [-1.6347, 4.0406, -0.4099], [-4.1126, 2.1590, 1.8928], [-3.2469, 0.6863, 2.4210], [-3.8329, 0.8080, 0.7568], [-2.2133, 3.7278, 2.8391], [-0.5265, 3.7781, 2.2736], [-1.0586, 2.4644, 3.3460], [-1.6402, -0.8065, -5.4221], [-0.5934, -0.4589, -4.5015], [-0.8884, -0.4650, -2.9098], [0.4352, -1.2577, -2.3655], [0.3821, -2.6954, -2.4637], [-0.2010, 0.9768, -2.4733], [-0.8809, 2.1474, -2.9467], [-1.4834, -0.2275, -6.3278], [-2.6258, -0.5782, -5.0134], [-1.5910, -1.8676, -5.6613], [1.3909, -3.0655, -2.3026], [0.0519, -3.0032, -3.4563], [-0.2891, -3.1004, -1.7063], [-0.3226, 3.0111, -2.5960], [-1.8986, 2.1932, -2.5629], [-0.9030, 2.1555, -4.0358]], "nbo_charge": [1.4779, -0.7266, 0.7543, -0.8857, -0.1193, -0.1946, -0.2264, -0.1999, -0.2233, -0.1548, -0.5540, 0.2147, 0.2178, 0.2178, 0.2185, -0.2456, -0.2850, -0.4494, -0.2851, -0.2455, -0.3327, -0.2477, -0.2536, 0.2362, 0.2255, 0.2207, 0.2869, 0.2288, 0.2951, 0.2290, 0.2338, 0.4422, 0.2305, 0.2313, 0.2506, 0.2208, -0.9449, 0.7821, -0.9539, -0.9411, 0.2371, 0.2349, 0.2294, 0.2310, 0.2749, 0.2594, 0.2345, 0.2281, 0.2807, -0.2559, -0.8327, 1.6229, -0.8563, -0.2743, -0.8563, -0.2676, 0.2011, 0.1893, 0.1897, 0.1882, 0.1891, 0.2251, 0.1958, 0.1863, 0.1996]}